1.
2 unconnected molecules or ions with the total composition C4H15N2O. Source: the OMol25 dataset; level of theory: ωB97M-V with the def2-TZVPD basis set.

Structure (XYZ):
```
22
Properties=species:S:1:pos:R:3
N 2.107 -0.773 0.606
C 0.807 -0.452 1.246
C -0.336 -0.773 0.266
N -0.006 -0.090 -1.004
C -0.740 1.202 -1.178
C -0.343 -0.909 -2.148
H 2.208 -1.830 0.511
H 3.003 -0.312 0.972
H 2.081 -0.424 -0.366
H 0.819 0.598 1.549
H 0.674 -0.999 2.191
H -1.334 -0.380 0.596
H -0.437 -1.830 0.053
H -1.803 0.912 -1.093
H -0.651 1.622 -2.174
H -0.403 1.800 -0.330
H -1.440 -1.100 -2.283
H 0.212 -1.848 -2.152
H -0.088 -0.381 -3.080
H -1.380 1.845 3.339
H -1.903 2.151 2.035
O -1.047 1.970 2.442
```

Its spin multiplicity is 2. The charge is 0.


2.
3 unconnected molecules or ions with the total composition C4H15N2O. Source: the OMol25 dataset; level of theory: ωB97M-V with the def2-TZVPD basis set.

Structure (XYZ):
```
22
Properties=species:S:1:pos:R:3
C -0.474 -1.681 1.131
C -1.465 -1.310 0.065
C -0.921 -0.118 -0.736
C -0.575 1.111 0.202
N -1.776 1.544 1.050
N 2.744 1.100 -1.492
H -0.626 -1.078 2.081
H -0.758 -2.742 1.422
H -2.369 -0.805 0.497
H -1.878 -2.217 -0.414
H 0.062 -0.243 -1.257
H -1.639 0.171 -1.496
H -0.300 2.023 -0.425
H 0.422 1.030 0.779
H -2.404 2.125 0.423
H -1.476 2.308 1.680
H 0.565 -1.665 0.896
H 3.410 1.595 -0.989
H 2.830 1.194 -2.492
H 2.486 0.132 -1.176
H 2.388 -1.326 0.474
O 1.754 -1.148 -0.223
```

Its spin multiplicity is 1. The charge is +1.


3.
3 unconnected molecules or ions with the total composition C4H15N2O. Source: the OMol25 dataset; level of theory: ωB97M-V with the def2-TZVPD basis set.

Structure (XYZ):
```
22
Properties=species:S:1:pos:R:3
C -3.130 -0.058 -0.274
N -2.149 0.914 0.167
C -2.503 -1.065 -1.214
N 2.180 1.268 0.720
C 3.053 0.127 0.427
C 2.453 -0.530 -0.794
H -3.841 0.545 -0.863
H -3.727 -0.567 0.498
H -1.314 0.448 0.561
H -2.592 1.505 0.877
H -2.031 -0.545 -2.049
H -3.343 -1.653 -1.602
H -1.792 -1.747 -0.743
H 2.342 1.701 1.629
H 4.102 0.416 0.346
H 3.006 -0.695 1.160
H 2.944 -1.442 -1.143
H 2.354 0.170 -1.630
H 1.407 -0.806 -0.507
H 1.204 0.935 0.657
H 0.389 -0.538 1.711
O 0.152 -0.486 0.760
```

Its spin multiplicity is 1. The charge is +1.


F_max across the listed records, respectively: 0.04413, 0.11881, 0.04850 hartree/bohr.
Relative energy (zero: lowest compared OMol25 entry of this formula, charge and spin) across the listed records, respectively: 47.81, 213.68, 187.43 kcal per mole.